{
  "formula": "C29H39BBeN3O9P",
  "method": "the ωB97M-V functional and the def2-TZVPD basis",
  "largest_force_ev_per_a": 8.6,
  "gap_ev": 1.656,
  "e_lumo_ev": -11.1,
  "charge": 2,
  "spin_multiplicity": 1,
  "species": ["C", "C", "C", "C", "C", "B", "O", "O", "C", "N", "C", "C", "C", "O", "C", "C", "C", "C", "C", "C", "N", "C", "C", "C", "O", "C", "C", "C", "C", "P", "O", "O", "O", "C", "C", "O", "C", "C", "N", "C", "C", "C", "O", "H", "H", "H", "H", "H", "H", "H", "H", "H", "H", "H", "H", "H", "H", "H", "H", "H", "H", "H", "H", "H", "H", "H", "H", "H", "H", "H", "H", "H", "H", "H", "H", "H", "H", "H", "H", "H", "H", "H", "Be"],
  "positions_angstrom": [[5.279, -2.618, 2.136], [5.046, -1.241, 1.611], [4.266, -0.962, 0.196], [3.047, 0.160, 0.427], [3.409, 1.784, 0.258], [4.959, 2.325, -0.089], [6.063, 2.069, 0.857], [5.298, 3.051, -1.353], [2.256, 2.978, 0.468], [2.708, 4.415, 0.337], [2.072, 5.133, -0.831], [2.616, 5.187, 1.633], [1.860, 6.621, 1.875], [3.218, 4.628, 2.712], [0.683, 2.523, 0.809], [-0.497, 3.681, 0.996], [-1.689, 3.598, -0.127], [-1.672, 4.809, -1.241], [-1.078, 4.370, -2.713], [-1.796, 3.025, -3.353], [-2.174, 3.304, -4.806], [0.325, 0.899, 0.980], [1.487, -0.295, 0.822], [1.051, -1.892, 1.062], [1.943, -2.813, 1.440], [-0.507, -2.375, 0.893], [-1.677, -1.231, 0.995], [-3.275, -1.539, 0.801], [-3.759, -3.116, 0.521], [-5.642, -3.395, 0.364], [-6.122, -3.999, 1.779], [-6.120, -4.546, -0.853], [-6.427, -1.845, 0.208], [-2.598, -4.297, 0.439], [-3.146, -5.849, 0.198], [-2.479, -6.847, 1.060], [-3.227, -8.106, 0.857], [-0.979, -3.923, 0.630], [-0.011, -5.081, 0.564], [0.627, -5.250, -0.795], [0.126, -4.190, -1.941], [-1.197, 0.338, 1.321], [-2.156, 1.089, 1.931], [5.747, -3.448, 1.455], [4.953, -2.892, 3.238], [5.404, -0.291, 2.238], [5.017, -0.625, -0.668], [3.719, -1.924, -0.251], [5.661, 2.020, 1.781], [5.550, 3.982, -1.018], [1.044, 5.644, -0.606], [2.006, 4.332, -1.714], [2.872, 5.932, -1.211], [1.884, 7.357, 0.966], [2.395, 7.123, 2.816], [0.735, 6.446, 2.236], [-1.022, 3.487, 2.051], [-0.079, 4.773, 1.046], [-1.717, 2.515, -0.610], [-2.727, 3.704, 0.452], [-2.803, 5.136, -1.428], [-1.111, 5.781, -0.902], [-1.345, 5.267, -3.450], [0.090, 4.262, -2.751], [-0.978, 2.160, -3.293], [-2.732, 2.788, -2.676], [-3.116, 2.900, -5.044], [-1.431, 2.989, -5.468], [-4.105, -0.687, 0.850], [-7.018, -4.904, -0.526], [-6.768, -1.503, 1.101], [-2.957, -6.111, -0.950], [-4.309, -5.961, 0.399], [-2.557, -9.065, 0.803], [-4.053, -8.186, 1.707], [-3.812, -8.031, -0.160], [0.677, -5.092, 1.348], [1.805, -5.291, -0.684], [0.304, -6.332, -1.181], [-1.027, -4.192, -2.147], [0.636, -4.543, -2.962], [0.571, -3.099, -1.752], [4.482, 3.000, 3.890]]
}